#i
ORCA calculation (ωB97M-V with the def2-TZVPD basis set) on a molecular structure, C4H10NO2.

XYZ file:
```
17
Properties=species:S:1:pos:R:3
O 2.41778 1.91443 1.35314
O -2.55452 -1.60245 -0.35475
N 0.73767 -0.42735 0.53289
C -0.82156 -0.37079 -1.45824
C 1.48880 0.97602 1.65167
C -1.87761 -0.41465 -0.25316
C 0.50206 0.33330 -0.69064
H 1.29029 0.29894 -1.58260
H -1.24271 0.00550 -2.40677
H 1.65451 0.23013 2.46897
H 0.19410 1.39300 -0.61826
H 0.50174 -1.33226 0.14615
H -2.42956 0.53257 -0.16303
H -0.59153 -1.44182 -1.67869
H 0.41667 1.27429 1.77712
H -1.40130 -0.50647 0.75276
H 1.71518 -0.86239 0.52343
```

As for the expectation value of S²: 0.75. As for the HOMO energy (spin up / spin down): -0.342 / -0.342 Ha. Its charge is 0. The spin multiplicity is 2.



#ii
ORCA calculation (ωB97M-V with the def2-TZVPD basis set) on 2 unconnected molecules or ions with the total composition C4H10NO2.

XYZ file:
```
17
Properties=species:S:1:pos:R:3
O 2.55847 -0.14299 1.49817
O -1.27474 -0.28594 -0.62833
N 0.73403 -1.18887 0.63390
C -1.81031 1.98164 -0.03749
C 1.48681 -2.33735 0.12249
C -1.15638 1.02907 -1.03978
C 1.43647 -0.10501 1.04689
H 0.80791 -3.18965 0.09072
H -0.14286 -0.98227 0.05451
H 0.81891 0.80099 0.95130
H 2.33622 -2.56669 0.75756
H -1.41077 1.83559 0.96608
H -0.08384 1.24712 -1.16481
H -1.64144 3.01506 -0.34378
H -1.59432 1.22122 -2.02917
H -2.88293 1.80448 0.02071
H 1.81877 -2.13640 -0.89898
```

As for the expectation value of S²: 0.75. As for the HOMO energy (spin up / spin down): -0.352 / -0.350 Ha. Its charge is 0. The spin multiplicity is 2.



Least stable of them? #i.



#i
ORCA calculation (ωB97M-V with the def2-TZVPD basis set) on a molecular structure, C41H48CsN11S.

XYZ file:
```
102
Properties=species:S:1:pos:R:3
Cs -0.07189 -0.14620 -0.13201
S 2.77915 0.28606 2.51128
N -0.39196 -2.25612 -2.31467
N -0.61521 3.49825 -0.95790
N -1.60886 -3.08523 2.94384
N 3.59456 2.11999 0.75805
N -3.26286 -0.39747 -0.00078
N 0.16301 2.53790 -1.29491
N -5.55485 -0.89101 -0.26722
N -1.29196 2.33086 1.05706
N 1.56805 -2.76107 -0.44827
N 2.21028 2.89541 2.41830
N 1.88770 0.53882 -2.35643
C 3.81926 -2.48508 -3.26704
C 1.05821 4.10750 -2.91898
C -3.19160 3.14904 2.26509
C -0.11538 -4.45764 -3.24996
C 0.56558 -5.72180 -3.22577
C -4.21667 -1.19694 -0.30367
C -7.29534 -2.48712 0.53510
C 0.21154 -3.45863 -2.31868
C -5.98220 0.41544 0.20777
C 2.15447 -2.10662 -4.93999
C 2.56252 -2.97454 0.38368
C 1.01343 2.80707 -2.33912
C 2.85693 1.84098 1.86145
C -3.82583 -2.58664 -0.73108
C 1.72333 4.00878 1.61759
C 2.37646 -0.54183 -3.09650
C 4.28745 3.38713 0.59092
C 1.25808 -3.72367 -1.33659
C 3.18414 -2.89039 -4.43163
C -1.47294 3.27828 0.13470
C 1.80015 1.72352 -2.91364
C -2.13754 2.27309 2.08630
C 2.96514 -5.16796 -0.45562
C 4.17347 1.03819 -0.01167
C 3.42444 -1.32938 -2.61023
C 1.91574 -4.96222 -1.36629
C 3.30182 -4.16780 0.41634
C -5.89864 0.58727 1.72129
C 1.76250 -0.95178 -4.28810
C -1.67096 -2.91808 -4.22601
C 1.55869 2.76167 3.70768
C 2.51200 3.32705 -4.64423
C 1.78810 4.38463 -4.02941
C -2.52232 4.20834 0.23526
C -1.13950 -2.36339 2.16381
C 1.53955 -5.96034 -2.32808
C -1.28836 -1.99900 -3.23778
C 2.50413 2.07227 -4.13785
C -1.08422 -4.15628 -4.21971
C -6.59683 -1.83226 -0.64971
C -3.38571 4.13862 1.30259
H -1.74046 -1.01152 -3.21002
H -4.19840 4.84838 1.39472
H -3.83238 3.06111 3.13151
H -4.88640 0.41609 2.08692
H 4.11145 -4.27801 1.12460
H 3.48515 -3.79923 -4.93640
H 4.62817 -3.07653 -2.85443
H -4.03970 -2.75624 -1.78795
H -6.57515 -3.00942 1.16683
H -6.18982 1.59917 2.00370
H -1.99769 -3.69349 3.63013
H -7.01468 0.55295 -0.11940
H -4.35230 -3.35321 -0.16116
H 2.79928 -2.16646 1.07001
H 3.91542 -1.04257 -1.69146
H -7.32878 -1.29484 -1.26121
H -5.39986 1.19209 -0.29938
H 1.64421 -2.40302 -5.84895
H 3.50105 -6.10914 -0.46250
H 2.20170 4.94750 1.90990
H 3.08923 1.29957 -4.61745
H 0.48016 4.88147 -2.43503
H -2.75636 -2.69167 -0.57473
H 0.29102 -6.47224 -3.95698
H 5.07189 0.63821 0.47261
H 1.45995 3.75722 4.14309
H -7.80560 -1.74662 1.15097
H 0.94474 -0.35773 -4.68040
H -6.56030 -0.11491 2.22694
H 1.89951 3.82411 0.55986
H -2.40810 -2.64327 -4.96773
H 0.64587 4.09951 1.77330
H 4.04797 4.07080 1.39908
H -2.61561 4.96246 -0.53351
H -6.16804 -2.59078 -1.29974
H 4.42335 1.41984 -1.00182
H -3.60501 0.52089 0.27811
H 2.14899 2.12999 4.36340
H 3.09745 3.53284 -5.53348
H 1.81739 5.38251 -4.44520
H 0.56150 2.31849 3.60461
H 2.06735 -6.90621 -2.32224
H 5.36600 3.20340 0.60483
H 4.02655 3.85227 -0.36247
H -1.94996 1.48347 2.80787
H -1.34702 -4.90112 -4.96096
H -8.04066 -3.20813 0.19567
H 3.44338 0.24647 -0.13290
```

As for the HOMO energy: -0.216 Ha. Its charge is 0.



#ii
ORCA calculation (ωB97M-V with the def2-TZVPD basis set) on a molecular structure, C41H48CsN11S.

XYZ file:
```
102
Properties=species:S:1:pos:R:3
Cs 0.46304 -0.00687 0.04556
S -0.29857 2.37655 -2.64049
N 2.09728 3.53198 -2.42004
N 2.78239 1.49522 1.26950
N 0.22597 1.72451 2.45377
N -4.90411 -1.17285 -0.48858
N 0.56505 4.09768 -0.79584
N -2.77221 -0.40051 0.19645
N 3.98068 1.33615 0.90253
N 2.15739 -2.69635 -0.61754
N 0.28407 -2.09805 -2.51958
N 3.24412 0.40402 -1.16600
N -1.08670 -1.84162 2.70798
C -0.86143 0.81653 4.42796
C 1.17396 5.39147 -0.51545
C -3.30468 1.76937 3.56431
C -0.55563 -3.99926 -4.36879
C -3.24513 1.02719 4.73651
C 3.07199 -2.97688 0.28062
C -0.90582 1.55773 3.22953
C -0.58772 -1.79792 -3.45657
C 2.56867 2.36694 2.31455
C 3.27262 -5.23799 -0.43033
C -5.61088 -0.03622 0.07817
C 3.45598 3.99904 3.88759
C 0.78034 -3.34942 -2.47716
C 4.72007 -1.01405 -2.40913
C -0.71770 -2.64861 1.96019
C 0.84463 3.38286 -1.91385
C 1.86332 -5.96186 -2.34929
C -0.66673 3.89223 -0.05750
C 1.25998 2.40347 2.92955
C -2.89225 -2.53547 -0.85835
C -5.71151 -2.20945 -1.11158
C 3.26809 3.70624 -1.56469
C -3.54229 -1.27726 -0.34017
C -2.16281 2.02726 2.82078
C -5.79912 -0.11533 1.59126
C 2.30595 -4.96734 -1.41615
C 3.61874 3.17868 2.80945
C 1.16151 3.25176 4.09071
C 4.17150 0.50837 -0.21501
C 3.66144 -4.24167 0.42507
C 1.77266 -3.66752 -1.46604
C 5.68672 -0.89689 -1.41800
C 0.38523 -4.34940 -3.38420
C -2.00900 0.55653 5.16465
C 2.19988 4.01347 4.53640
C 2.41038 3.05182 -3.75171
C -1.04071 -2.71909 -4.41302
C 5.41752 -0.12232 -0.30758
C 3.52077 -0.34891 -2.23079
C 0.94485 -5.66588 -3.29177
C -6.40322 -3.14208 -0.12184
H 3.27963 3.60271 -4.11393
H 1.78995 5.71777 -1.34678
H 6.63959 -1.40138 -1.51817
H -3.34559 -3.42681 -0.42179
H 0.20746 3.30433 4.59891
H -0.95554 -0.77579 -3.45840
H 3.69518 -6.23334 -0.35970
H -6.58265 0.01985 -0.41516
H 4.89263 -1.60349 -3.29931
H -1.93677 -0.02315 6.07717
H -1.47547 4.49800 -0.47938
H -6.46309 -1.71925 -1.73649
H 3.98769 2.91924 -1.79145
H -5.67552 -3.60189 0.54852
H 0.37680 6.12569 -0.37798
H -6.40387 -0.97951 1.86533
H -5.08725 -2.78897 -1.78677
H 2.99995 3.61036 -0.51677
H -6.30156 0.78279 1.95519
H -2.23329 2.61087 1.91294
H -4.25607 2.16125 3.22482
H -1.35820 -1.02572 3.24101
H 3.35917 -2.16717 0.94575
H 2.73056 -0.42485 -2.97143
H 2.64382 1.98341 -3.74741
H 6.13467 0.01746 0.48899
H -4.14052 0.82403 5.30873
H -0.49270 4.17438 0.97986
H -3.27282 0.41211 0.54358
H 2.28654 -6.95676 -2.28163
H 1.77423 5.36178 0.39695
H 4.39947 -4.41134 1.19660
H -7.13186 -2.60540 0.48631
H -5.08142 0.88335 -0.18908
H -6.93118 -3.93365 -0.65630
H 4.56902 3.12558 2.29646
H -2.97128 -2.61025 -1.94471
H 0.10266 0.45605 4.76905
H -1.75750 -2.41207 -5.16262
H 3.75092 4.67275 -1.73030
H 1.57001 3.21939 -4.41861
H 0.61420 -6.41667 -3.99934
H 2.05002 4.64997 5.40113
H -4.84115 -0.20032 2.10252
H 4.26709 4.62114 4.24095
H -0.87899 -4.74595 -5.08454
H -1.84114 -2.51087 -0.58584
H -0.96437 2.85030 -0.09290
```

As for the HOMO energy: -0.227 Ha. Its charge is 0.



Least stable of them? #i.